# 1
DFT (wB97M-V/def2-TZVPD) results for a structure of composition C47H54AsBrCrN3O2SSi2Te at a distorted geometry.

Output
highest occupied orbital energy (spin up / spin down) = -6.013 / -5.957 eV
lowest unoccupied orbital energy (spin up / spin down) = -0.0117 / -0.0117 hartree

ORCA input file:
```
! RIJCOSX wB97M-V def2-TZVPD def2/J DEFGRID3
* xyz 0 2
Cr 1.5510 0.5267 -0.0714
O 5.8509 4.0345 0.1215
C 4.7367 3.3339 0.4396
C 4.1501 3.4173 1.7082
C 3.0046 2.6844 1.9546
N 2.4925 1.9375 0.9893
C 3.0418 1.8177 -0.2062
Br 1.5147 -0.2033 -2.3708
C 4.1885 2.5114 -0.5394
H 6.1418 4.5548 0.8782
H 4.5877 4.0266 2.4895
H 2.5033 2.6928 2.9164
H 4.6598 2.4406 -1.5111
C -2.4686 1.0264 1.2643
Si -1.0505 0.4095 2.3481
C -1.7851 -1.2046 3.0270
C -1.0295 1.7337 3.7002
N 0.5150 0.1010 1.6327
C 1.4247 -0.5323 2.4966
C 1.2395 -0.6832 3.8799
C 2.1226 -1.3916 4.6804
C 3.2520 -1.9554 4.1123
C 3.4930 -1.7820 2.7597
C 2.6091 -1.0766 1.9217
N 2.8084 -0.8713 0.5666
Si 4.2512 -1.5543 -0.1459
C 4.1924 -3.4409 0.0923
C 4.5779 -1.2638 -1.9664
C 5.7767 -0.8067 0.7054
H -3.1699 1.5349 1.9325
H -3.0029 0.2057 0.7953
H -2.2010 1.7449 0.4975
H -2.7884 -1.0091 3.4175
H -1.1978 -1.6640 3.8204
H -1.8929 -1.9467 2.2277
H -1.9864 1.7127 4.2319
H -0.9335 2.7217 3.2444
H -0.2375 1.6349 4.4422
H 0.3751 -0.2371 4.3472
H 1.9269 -1.4935 5.7408
H 3.9534 -2.5177 4.7166
H 4.4021 -2.1939 2.3437
H 4.2109 -3.9687 -0.8656
H 3.2976 -3.7417 0.6414
H 5.0523 -3.7918 0.6692
H 3.8526 -1.7439 -2.6215
H 5.5630 -1.6918 -2.1829
H 4.6053 -0.2021 -2.2143
H 6.4483 -1.5899 1.0716
H 5.5032 -0.1823 1.5579
H 6.3437 -0.1922 0.0022
C 0.0289 -4.4065 0.7226
Te -0.1046 -2.4802 -0.2130
C 0.5392 -3.3892 -2.0270
H -0.7897 -5.0499 0.4013
H -0.0082 -4.2649 1.8003
H 0.9838 -4.8342 0.4258
H 1.5854 -3.6668 -1.9064
H 0.4546 -2.6512 -2.8180
H -0.0703 -4.2690 -2.2252
C -2.3890 5.6485 1.4304
C -3.0247 5.0626 0.3450
C -2.3802 4.0863 -0.4020
C -1.0845 3.6928 -0.0805
C -0.4658 4.2673 1.0278
C -1.1083 5.2433 1.7754
As -0.0638 2.3256 -1.0543
C 1.0114 3.5187 -2.1689
C 1.3386 3.1529 -3.4722
C 2.1621 3.9619 -4.2421
C 2.6875 5.1311 -3.7106
C 2.3949 5.4816 -2.4011
C 1.5595 4.6807 -1.6361
C -1.4592 1.7432 -2.3286
C -1.9030 2.6284 -3.3060
C -2.9845 2.3196 -4.1158
C -3.6567 1.1184 -3.9416
C -3.2230 0.2173 -2.9876
C -2.1132 0.5002 -2.1876
H -2.8944 6.4090 2.0117
H -4.0293 5.3637 0.0760
H -2.9005 3.6291 -1.2326
H 0.5272 3.9385 1.3174
H -0.6145 5.6791 2.6349
H 0.9596 2.2269 -3.8849
H 2.3931 3.6764 -5.2607
H 3.3234 5.7675 -4.3130
H 2.8160 6.3819 -1.9714
H 1.3404 4.9685 -0.6163
H -1.4101 3.5865 -3.4140
H -3.3106 3.0233 -4.8711
H -4.5182 0.8851 -4.5544
H -3.7351 -0.7278 -2.8654
H -0.6201 -0.2008 -0.8211
C -6.6485 -7.8803 0.5346
C -5.8976 -6.5803 0.4440
O -4.8906 -6.3231 1.0371
S -6.6854 -5.4385 -0.7093
C -5.4176 -4.2082 -0.8419
C -4.7250 -4.0726 -2.0400
C -3.6382 -3.2212 -2.1154
C -3.2223 -2.4925 -0.9938
C -3.9896 -2.5712 0.1747
C -5.0759 -3.4219 0.2519
C -1.9968 -1.7233 -0.9685
C -1.5606 -0.5119 -1.2625
H -6.5066 -8.3235 1.5177
H -6.2352 -8.5569 -0.2151
H -7.7078 -7.7376 0.3255
H -5.0384 -4.6395 -2.9070
H -3.1144 -3.0910 -3.0521
H -3.7162 -1.9653 1.0293
H -5.6541 -3.4878 1.1629
*
```

# 2
DFT (wB97M-V/def2-TZVPD) results for a structure of composition C32H39F6N7O3S2SbSn.

Output
ΔE to the lowest compared entry with this formula, charge and spin = 0.0 kJ/mol
highest occupied orbital energy (spin up / spin down) = -1.578 / -2.735 eV
lowest unoccupied orbital energy (spin up / spin down) = 0.1427 / 0.1426 hartree

ORCA input file:
```
! RIJCOSX wB97M-V def2-TZVPD def2/J DEFGRID3
* xyz -2 2
Sn 0.1675 0.4376 -0.3541
N -4.1432 1.5621 -1.7462
C -2.8417 1.7081 -1.3531
S -1.6108 1.4953 -2.5684
N -2.6557 2.0130 -0.1052
N -1.3334 2.2031 0.2661
C -1.2008 3.0439 1.2193
C 0.0166 3.5207 1.8611
C -0.1768 4.4185 2.9174
C 0.8674 5.0118 3.5981
C 2.1697 4.7161 3.1866
C 2.3936 3.8430 2.1469
C 1.3398 3.1845 1.4590
O 1.6236 2.3298 0.5252
H -4.2912 1.0346 -2.5915
H -4.7940 1.3170 -1.0100
H -2.1248 3.5043 1.5744
H -1.1995 4.6491 3.2020
H 0.6797 5.6926 4.4187
H 3.0131 5.1787 3.6899
H 3.4032 3.6169 1.8200
C 2.4915 -2.8425 2.2132
C 1.3435 -1.9721 1.7415
O 1.6068 -1.1512 0.8652
C 0.0357 -2.1252 2.3621
C -0.1116 -3.0298 3.4346
C -1.3143 -3.2481 4.0553
C -2.4483 -2.5624 3.5850
C -2.3482 -1.6680 2.5573
C -1.1018 -1.3875 1.9287
O -1.1174 -0.4961 0.9941
H 3.3415 -2.6452 1.5641
H 2.2337 -3.9011 2.1749
H 2.7577 -2.5870 3.2420
H 0.7551 -3.5713 3.7912
H -1.3884 -3.9492 4.8769
H -3.4165 -2.7502 4.0352
H -3.2119 -1.1449 2.1646
F -4.4816 -1.5893 -0.8866
Sb -6.2731 -1.7563 -1.4617
F -5.8657 -3.4105 -2.2853
F -6.6954 -2.6570 0.1491
F -5.8561 -0.8305 -3.0614
F -6.6843 -0.0877 -0.6562
F -8.0730 -1.9400 -2.0334
C 4.7456 1.2240 3.8224
C 3.2850 0.9399 3.9322
C 2.4551 0.8092 5.0259
C 1.1601 0.6253 4.4822
N 1.2050 0.6327 3.1629
N 2.4986 0.8059 2.8497
C -0.1447 0.3919 5.1712
H 5.2168 1.1353 4.8005
H 4.9199 2.2364 3.4506
H 5.2366 0.5290 3.1385
H 2.7411 0.8521 6.0653
H 2.7126 0.9832 1.8735
H -0.2737 1.0660 6.0198
H -0.2177 -0.6381 5.5323
H -0.9581 0.5530 4.4640
N 1.7339 2.6810 -2.3258
C 2.2424 1.7336 -3.1394
S 3.7364 1.0106 -2.8421
N 1.4266 1.4678 -4.1963
C 1.5177 0.5536 -5.2530
C 2.7079 0.0168 -5.7325
C 2.6739 -0.8549 -6.8130
C 1.4796 -1.1954 -7.4304
C 0.2945 -0.6514 -6.9493
C 0.3095 0.2107 -5.8689
H 2.1120 2.7299 -1.3832
H 0.7222 2.8102 -2.3330
H 0.4900 1.8372 -4.0795
H 3.6392 0.2710 -5.2489
H 3.6061 -1.2760 -7.1732
H 1.4670 -1.8848 -8.2661
H -0.6540 -0.9193 -7.3988
H -0.6220 0.5970 -5.4651
C -0.9027 -3.1731 -1.0436
C -0.8247 -2.1364 -2.1576
C -0.7122 -2.8453 -3.5142
C 0.3410 -1.1731 -2.0029
H -1.6987 -3.8945 -1.2451
H -1.1169 -2.7101 -0.0843
H 0.0461 -3.7182 -0.9632
H -1.7598 -1.5637 -2.1615
H 0.1938 -3.4602 -3.5496
H -0.6588 -2.1249 -4.3318
H -1.5790 -3.4931 -3.6775
H 0.4248 -0.5121 -2.8598
H 1.3020 -1.6567 -1.8078
*
```

# 3
DFT (wB97M-V/def2-TZVPD) results for a cluster of 9 separate species, C6H28O9 in total at a distorted geometry.

Output
ΔE to the lowest compared entry with this formula, charge and spin = 409.2 kJ/mol
highest occupied orbital energy = -8.788 eV
lowest unoccupied orbital energy = -0.0036 hartree

ORCA input file:
```
! RIJCOSX wB97M-V def2-TZVPD def2/J DEFGRID3
* xyz 0 1
C 1.3962 2.0550 1.9905
C 2.1667 1.4582 0.8213
C 1.9800 -0.1827 0.7209
C 0.5826 -0.4360 0.2971
C -0.1003 -1.5760 -0.1384
C -1.5160 -1.6839 -0.5618
O -1.8339 -1.0136 -1.7383
H 1.6404 1.6263 2.8992
H 1.6907 3.0940 1.8829
H 0.2799 1.7092 1.7627
H 3.1360 1.5165 1.2528
H 1.9390 1.7330 -0.0815
H 2.7990 -0.6576 0.1540
H 1.8911 -0.4927 1.7380
H -0.0973 0.3226 0.6713
H 0.5158 -2.5031 -0.3501
H -1.6602 -2.7303 -0.9002
H -2.1884 -1.4767 0.2703
H -1.9830 0.0006 -1.5382
O -2.3492 1.0600 -0.3295
H -2.9157 0.7539 0.3567
H -2.0915 1.9526 -0.2431
O 0.1920 -1.0523 -3.3192
H -0.1681 -0.9743 -4.1998
H -0.6004 -1.1471 -2.7296
O -2.1752 1.4874 2.2627
H -1.6557 1.9536 2.9498
H -3.0524 1.4359 2.5211
O 0.1274 1.5723 -3.3717
H 0.2878 1.2814 -4.3031
H -0.0240 0.6769 -3.0128
O 1.7970 -2.9147 -2.5503
H 1.3952 -3.3529 -1.7897
H 1.2959 -2.1852 -2.7505
O -0.0715 -3.9187 1.9850
H -0.4891 -3.0968 1.7517
H 0.3910 -3.6177 2.8304
O -0.7559 3.1833 -1.4150
H -0.6197 4.0798 -1.6052
H -0.4969 2.7609 -2.3239
O 0.4933 -0.6050 3.2403
H 1.0756 -0.0736 3.8817
H -0.2285 -0.0225 3.0116
*
```